The following is a DFT calculation (ωB97M-V with the def2-TZVPD basis set) of one molecule with the formula C5H6O.

The geometry in ORCA input format:
```
! wB97M-V def2-TZVPD RIJCOSX def2/J DEFGRID3
* xyz 0 1
C -1.65296 0.44202 -0.54172
C -0.81431 -0.82179 -0.53380
C 0.49404 -0.73428 -0.65641
C 1.75341 -0.47262 -0.51570
C 2.17562 -0.00346 0.69141
O 1.36061 0.69289 1.48288
H -1.02271 1.33884 -0.56669
H -2.26517 0.45577 -1.44990
H -2.33231 0.51759 0.31489
H -1.32097 -1.78086 -0.50642
H 3.16826 -0.10706 1.11886
H 0.45649 0.47295 1.16259
*
```

Values from the calculation:
HOMO-LUMO gap (spin up / spin down) ... 8.011 / 8.011 eV
Energy above the lowest of the compared OMol25 structures with the same formula, charge and spin ... 3.632 eV
Largest force on an atom ... 0.0088 hartree/bohr
Structure (SMILES) ... CC=C=C=CO
E_HOMO (spin up / spin down) ... -8.19 / -8.19 eV

natural (NBO) atomic charge list, values in e, 8 entries: C -0.6263; C -0.3756; C 0.1167; C -0.3243; C 0.2773; O -0.6326; H 0.2150; H 0.2223

=====

The following is a DFT calculation (ωB97M-V with the def2-TZVPD basis set) of one molecule with the formula C5H6O.

The geometry in ORCA input format:
```
! wB97M-V def2-TZVPD RIJCOSX def2/J DEFGRID3
* xyz 0 1
C 3.00944 0.73651 0.12230
C 1.99749 0.07352 0.19360
C 0.69977 -0.67050 0.11362
O 0.53022 -1.46284 -0.77983
C -0.69564 -0.24503 0.61627
C -1.74434 0.08085 -0.49317
H 3.90073 1.34159 0.08266
H -1.09119 -1.06304 1.23466
H -0.51170 0.64610 1.18794
H -2.60940 0.55363 -0.00606
H -2.12579 -0.78824 -1.04481
H -1.35958 0.79745 -1.22717
*
```

Values from the calculation:
HOMO-LUMO gap ... 10.145 eV
Energy above the lowest of the compared OMol25 structures with the same formula, charge and spin ... 2.518 eV
Largest force on an atom ... 0.0612 hartree/bohr
Structure (SMILES) ... C#CC(=O)CC
E_HOMO ... -9.93 eV

natural (NBO) atomic charge list, values in e, 8 entries: C -0.1463; C -0.1313; C 0.5088; O -0.4937; C -0.4648; C -0.5951; H 0.2434; H 0.2320

=====

The following is a DFT calculation (ωB97M-V with the def2-TZVPD basis set) of a 2-piece molecular cluster, C5H6O overall.

The geometry in ORCA input format:
```
! wB97M-V def2-TZVPD RIJCOSX def2/J DEFGRID3
* xyz 0 1
C 1.02481 1.18513 -1.17269
C 0.58926 0.06311 -0.28074
C -0.84487 -0.04680 0.09976
O -1.63772 0.67703 -0.47256
C -1.19415 -1.02535 1.08764
C -1.47071 -1.84143 1.92995
H 2.11108 1.16595 -1.29692
H 0.70893 2.14545 -0.76226
H 0.57231 1.07687 -2.16195
H 1.02012 0.14324 1.13038
H 0.90084 -0.91219 -0.67628
H -1.77988 -2.63099 2.57568
*
```

Values from the calculation:
HOMO-LUMO gap ... 10.403 eV
Energy above the lowest of the compared OMol25 structures with the same formula, charge and spin ... 3.113 eV
Largest force on an atom ... 0.0910 hartree/bohr
E_HOMO ... -10.08 eV

natural (NBO) atomic charge list, values in e, 8 entries: C -0.6343; C -0.3869; C 0.4637; O -0.5089; C -0.1299; C -0.1267; H 0.2200; H 0.2250

=====

The following is a DFT calculation (ωB97M-V with the def2-TZVPD basis set) of one molecule with the formula C5H6O.

The geometry in ORCA input format:
```
! wB97M-V def2-TZVPD RIJCOSX def2/J DEFGRID3
* xyz 0 1
C -0.86783 1.46542 -0.55545
C 0.14301 1.18056 0.26228
C 0.79783 -0.14283 0.41130
C 0.46777 -1.35068 -0.50760
C -0.25415 -1.18032 0.74204
O -1.15444 -1.51193 1.45710
H -1.45602 2.36390 -0.40288
H -1.17179 0.80722 -1.36662
H 0.42749 1.90245 1.02692
H 1.80782 -0.13585 0.82256
H 0.04105 -1.26999 -1.50349
H 1.21927 -2.12794 -0.38615
*
```

Values from the calculation:
HOMO-LUMO gap ... 9.796 eV
Energy above the lowest of the compared OMol25 structures with the same formula, charge and spin ... 2.216 eV
Largest force on an atom ... 0.0150 hartree/bohr
Structure (SMILES) ... C=C[C@@H]1CC1=O
E_HOMO ... -8.90 eV

natural (NBO) atomic charge list, values in e, 8 entries: C -0.4061; C -0.1735; C -0.3761; C -0.5365; C 0.6344; O -0.4794; H 0.2081; H 0.1911

=====

The following is a DFT calculation (ωB97M-V with the def2-TZVPD basis set) of C5H6O as an isolated structure.

The geometry in ORCA input format:
```
! wB97M-V def2-TZVPD RIJCOSX def2/J DEFGRID3
* xyz 0 1
C -1.04059 0.49249 -0.02597
C 0.24579 1.27844 0.06368
C 1.32546 0.50110 -0.12071
C 0.92796 -0.90616 -0.37346
O -0.08840 -1.52283 0.97148
C -0.55432 -0.94362 -0.22661
H -1.64337 0.59017 0.88681
H -1.66659 0.83170 -0.86074
H 0.26310 2.34290 0.30307
H 2.35930 0.83351 -0.07411
H 1.03683 -1.90138 0.30619
H -1.16517 -1.59633 -0.84961
*
```

Values from the calculation:
HOMO-LUMO gap ... 9.466 eV
Energy above the lowest of the compared OMol25 structures with the same formula, charge and spin ... 4.039 eV
Largest force on an atom ... 0.0386 hartree/bohr
E_HOMO ... -9.31 eV

natural (NBO) atomic charge list, values in e, 8 entries: C -0.4765; C -0.0851; C -0.2922; C -0.0624; O -0.5635; C 0.0210; H 0.2431; H 0.2226

=====

The following is a DFT calculation (ωB97M-V with the def2-TZVPD basis set) of one molecule with the formula C5H6O.

The geometry in ORCA input format:
```
! wB97M-V def2-TZVPD RIJCOSX def2/J DEFGRID3
* xyz 0 1
C -1.44001 0.42400 -0.03827
C -0.46532 -0.71328 -0.33930
C 1.00311 -0.27577 -0.39914
C 1.57068 -0.52404 -1.54935
C 1.70835 0.38865 0.73473
O 1.14146 0.98847 1.61714
H -1.15953 0.93778 0.88301
H -1.46079 1.15241 -0.85495
H -2.44780 0.01036 0.07996
H -0.73210 -1.19254 -1.29051
H -0.52731 -1.49287 0.42812
H 2.80925 0.29682 0.72856
*
```

Values from the calculation:
HOMO-LUMO gap ... 9.576 eV
Energy above the lowest of the compared OMol25 structures with the same formula, charge and spin ... 3.763 eV
Largest force on an atom ... 0.0131 hartree/bohr
E_HOMO ... -10.41 eV

natural (NBO) atomic charge list, values in e, 8 entries: C -0.6114; C -0.3805; C -0.5072; C 0.3216; C 0.4294; O -0.5014; H 0.2365; H 0.2117

=====

The following is a DFT calculation (ωB97M-V with the def2-TZVPD basis set) of one molecule with the formula C5H6O.

The geometry in ORCA input format:
```
! wB97M-V def2-TZVPD RIJCOSX def2/J DEFGRID3
* xyz 0 1
C 1.19349 -0.09331 -1.10753
C 0.90251 -0.09700 0.40018
C -0.55013 0.04100 0.62618
C -1.68748 0.42745 1.24915
C -1.77509 -0.55491 0.25473
O -2.47464 -1.36045 -0.32073
H 0.69815 -0.93439 -1.60556
H 0.83902 0.82758 -1.58168
H 2.26937 -0.17633 -1.27731
H 1.50959 0.62715 0.94727
H 1.12478 -1.09718 0.79711
H -2.45856 0.69238 1.94014
*
```

Values from the calculation:
HOMO-LUMO gap ... 9.375 eV
Energy above the lowest of the compared OMol25 structures with the same formula, charge and spin ... 2.415 eV
Largest force on an atom ... 0.0292 hartree/bohr
Structure (SMILES) ... CCc1cc1=O
E_HOMO ... -8.59 eV

natural (NBO) atomic charge list, values in e, 8 entries: C -0.5943; C -0.4607; C 0.0490; C -0.2169; C 0.4695; O -0.6073; H 0.2247; H 0.2112

=====

The following is a DFT calculation (ωB97M-V with the def2-TZVPD basis set) of a 2-piece molecular cluster, C5H6O overall.

The geometry in ORCA input format:
```
! wB97M-V def2-TZVPD RIJCOSX def2/J DEFGRID3
* xyz 0 1
C 0.77342 0.84431 1.14120
C -0.04004 -0.37167 1.50716
C -0.35455 -1.39245 0.74552
O -0.67006 -2.33805 0.12668
H 1.58987 0.97400 1.85984
H 0.15989 1.75259 1.16941
H 1.20784 0.76575 0.14167
H -0.42245 -0.47428 2.51853
C -0.83704 -0.44094 -2.16803
C -0.27841 0.58168 -2.46572
H -1.31117 -1.35336 -1.87354
H 0.20317 1.48926 -2.75616
*
```

Values from the calculation:
HOMO-LUMO gap ... 9.665 eV
Energy above the lowest of the compared OMol25 structures with the same formula, charge and spin ... 2.892 eV
Largest force on an atom ... 0.0191 hartree/bohr
Structure (SMILES) ... CC=C=O.C#C
E_HOMO ... -8.87 eV

natural (NBO) atomic charge list, values in e, 8 entries: C -0.6040; C -0.5407; C 0.7226; O -0.4880; H 0.2149; H 0.2151; H 0.2254; H 0.2590

=====

The following is a DFT calculation (ωB97M-V with the def2-TZVPD basis set) of one molecule with the formula C5H6O.

The geometry in ORCA input format:
```
! wB97M-V def2-TZVPD RIJCOSX def2/J DEFGRID3
* xyz 0 1
O 1.27807 1.53377 0.80228
C 2.03144 0.63584 0.30709
C 1.57961 -0.70228 0.23933
C 0.29855 -0.81569 0.11803
C -0.97462 0.37072 -0.03896
C -1.07269 -1.17441 0.02578
H 0.22124 1.07784 0.53083
H 2.99733 0.96084 -0.09154
H -1.55730 0.84633 0.75452
H -1.17236 0.78913 -1.02306
H -1.39076 -1.66361 -0.89407
H -1.55482 -1.58251 0.91326
*
```

Values from the calculation:
HOMO-LUMO gap (spin up / spin down) ... 8.383 / 8.383 eV
Energy above the lowest of the compared OMol25 structures with the same formula, charge and spin ... 5.012 eV
Largest force on an atom ... 0.0070 hartree/bohr
Structure (SMILES) ... OC=C=C1CC1
E_HOMO (spin up / spin down) ... -8.41 / -8.41 eV

natural (NBO) atomic charge list, values in e, 8 entries: O -0.6016; C 0.3516; C -0.2907; C 0.0988; C -0.6720; C -0.4545; H 0.4472; H 0.1709

=====

The following is a DFT calculation (ωB97M-V with the def2-TZVPD basis set) of one molecule with the formula C5H6O.

The geometry in ORCA input format:
```
! wB97M-V def2-TZVPD RIJCOSX def2/J DEFGRID3
* xyz 0 1
C -0.94933 -0.92269 0.73949
C -0.26488 1.10389 -1.66192
C 0.66209 1.54999 -0.57863
C 1.02204 0.51543 0.18955
C 0.20636 -0.66061 -0.22362
O -0.42102 -0.18860 -1.44613
H -1.46395 0.02806 0.91268
H -0.61180 -1.31962 1.70003
H -1.65710 -1.61876 0.28312
H 0.97157 2.58187 -0.46692
H 1.73241 0.49870 1.01014
H 0.77360 -1.56767 -0.45779
*
```

Values from the calculation:
HOMO-LUMO gap ... 8.623 eV
Energy above the lowest of the compared OMol25 structures with the same formula, charge and spin ... 2.624 eV
Largest force on an atom ... 0.0077 hartree/bohr
E_HOMO ... -8.46 eV

natural (NBO) atomic charge list, values in e, 8 entries: C -0.6093; C 0.2213; C -0.3598; C -0.1411; C 0.0144; O -0.4605; H 0.2218; H 0.2162

=====

The following is a DFT calculation (ωB97M-V with the def2-TZVPD basis set) of one molecule with the formula C5H6O.

The geometry in ORCA input format:
```
! wB97M-V def2-TZVPD RIJCOSX def2/J DEFGRID3
* xyz 0 1
C 0.75521 -1.03244 1.00856
C -0.20768 -0.18726 0.26574
O -1.38653 -0.67438 0.11740
C 0.10229 1.17111 -0.25607
C -0.29107 0.88708 -1.64312
C -0.81254 0.32250 -2.63408
H 0.63251 -0.80714 2.07711
H 1.78087 -0.78179 0.73090
H 0.55234 -2.09317 0.85111
H 1.16150 1.40608 -0.10582
H -0.50253 1.94565 0.24018
H -1.78438 -0.15624 -0.65190
*
```

Values from the calculation:
HOMO-LUMO gap ... 7.572 eV
Energy above the lowest of the compared OMol25 structures with the same formula, charge and spin ... 4.972 eV
Largest force on an atom ... 0.0188 hartree/bohr
E_HOMO ... -8.59 eV

natural (NBO) atomic charge list, values in e, 8 entries: C -0.7209; C 0.7378; O -0.5937; C -0.5562; C -0.5033; C -0.1863; H 0.2723; H 0.2565

=====

The following is a DFT calculation (ωB97M-V with the def2-TZVPD basis set) of one molecule with the formula C5H6O.

The geometry in ORCA input format:
```
! wB97M-V def2-TZVPD RIJCOSX def2/J DEFGRID3
* xyz 0 1
C 2.82610 0.11044 -0.11606
C 1.66448 0.33867 -0.33730
C 0.25708 0.19192 -0.67391
C -0.60546 -0.10565 0.56622
C -2.07427 -0.24348 0.25555
O -2.55768 -0.02174 -0.82865
H 3.82125 0.18572 0.23928
H 0.36859 -0.63102 -1.38512
H -0.18882 1.01016 -1.24804
H -0.26461 -0.99647 1.11002
H -0.52681 0.70825 1.30802
H -2.71984 -0.54681 1.10999
*
```

Values from the calculation:
HOMO-LUMO gap ... 10.767 eV
Energy above the lowest of the compared OMol25 structures with the same formula, charge and spin ... 2.035 eV
Largest force on an atom ... 0.0202 hartree/bohr
Structure (SMILES) ... C#CCCC=O
E_HOMO ... -9.89 eV

natural (NBO) atomic charge list, values in e, 8 entries: C -0.2585; C 0.0059; C -0.4931; C -0.5007; C 0.4444; O -0.5203; H 0.2346; H 0.2518